# C3H8FNO

A single C3H8FNO molecule at a distorted geometry (wB97M-V/def2-TZVPD, OMol25).

Element x y z (Å)
N (-1.53141, 1.04104, 0.29666)
C (-1.18013, -0.16822, 1.09976)
C (0.02211, -0.58035, 0.26913)
O (-0.59194, -0.60471, -1.12881)
C (1.22416, 0.27580, 0.36734)
F (1.97411, 0.00006, -0.72676)
H (-0.88456, 1.81354, 0.11436)
H (-1.78981, 0.62520, -0.66596)
H (-1.20748, -0.13572, 2.22046)
H (-2.14845, -0.78667, 0.84500)
H (0.30319, -1.79312, 0.39106)
H (0.21616, -0.75727, -1.74871)
H (1.01420, 1.50287, 0.66122)
H (1.78835, -0.08240, 1.25999)

As for the SMILES: NC[C@@H](O)CF. The calculation puts the energy above the lowest of the compared OMol25 structures with the same formula, charge and spin at 76.3 kcal per mole. The total energy comes out at -9492.9135 eV.

---

# C4H7NO2

A single C4H7NO2 molecule at a distorted geometry (wB97M-V/def2-TZVPD, OMol25).

Element x y z (Å)
O (0.09285, -1.44725, -1.48061)
C (1.09794, -0.98170, -0.92448)
N (1.09016, 0.30956, -0.39159)
C (0.89230, 0.82429, 0.98840)
C (-0.15645, 1.08013, -0.12118)
C (-1.34555, 0.16601, -0.03887)
O (-1.05665, -1.01671, 0.77243)
H (2.03726, -1.56188, -0.60903)
H (1.51647, 1.66200, 1.28346)
H (0.59440, 0.05782, 1.62735)
H (-0.25616, 2.02877, -0.56065)
H (-1.74734, -0.28736, -1.10844)
H (-2.18157, 0.71771, 0.45088)
H (-0.57766, -1.55140, 0.11234)

As for the SMILES: O=CN1C[C@@H]1CO. The calculation puts the energy above the lowest of the compared OMol25 structures with the same formula, charge and spin at 74.1 kcal per mole. The total energy comes out at -9844.0652 eV.

---

Computed LUMO level (eV) in order:
0.94 0.90